303
Properties=species:S:1:pos:R:3:forces:R:3:mulliken_charge:R:1 method="wB97M-V/def2-TZVPD" e_homo_ev=-8.261 e_above_lowest_kcal_mol=0.00 orbital_gap_ha=0.31739 e_lumo_ev=0.376 multiplicity=1
C -2.1697 -4.0536 2.8486 0.699 -1.909 0.687 -0.8843
C -2.9188 -3.2930 3.9685 0.322 -0.451 -1.081 1.3928
C -3.2897 -4.2330 5.0705 0.059 -0.685 -0.402 -1.9591
C -1.8476 -2.3438 4.4365 1.199 1.337 0.404 -0.3672
C -2.3013 -1.0877 5.2209 -1.533 -1.780 -0.393 -0.0926
C -3.3693 -0.4435 4.3214 -1.297 -0.692 0.341 -1.4065
C -4.5975 -1.3655 4.0287 0.413 0.700 0.538 1.6191
C -5.3954 -1.4829 5.3487 1.448 0.376 -0.045 -2.1544
C -5.5447 -0.5665 3.0820 -0.135 -0.005 0.240 -1.9924
N -4.0604 -2.5887 3.3286 -0.240 1.828 0.486 1.3399
O -5.1520 -3.4732 3.0761 -0.711 0.537 -1.051 -0.6672
H -1.9774 -3.4643 1.9835 -0.212 0.863 -0.711 -0.2906
H -1.0981 -4.3263 3.1734 -1.710 0.004 -0.141 0.2444
H -2.7166 -4.9696 2.5287 0.425 0.450 0.251 0.2752
H -2.3789 -4.7407 5.3779 0.018 -0.254 0.071 0.4430
H -3.6691 -3.7121 5.9231 -0.540 0.220 0.550 0.3384
H -3.9893 -4.9551 4.6601 -0.249 -0.178 0.425 0.4094
H -1.0292 -2.9294 4.9428 -0.904 0.482 -0.308 0.5220
H -1.4066 -1.9937 3.4920 0.259 0.368 0.320 -0.3567
H -2.6596 -1.3264 6.2895 0.277 0.368 -1.669 0.4068
H -1.5352 -0.3755 5.3001 1.450 0.774 0.298 -0.3094
H -3.0916 -0.1946 3.2964 1.056 0.314 0.258 0.1169
H -3.7358 0.4437 4.8353 -0.174 0.243 -0.285 0.6709
H -5.6897 -0.4702 5.5704 -0.647 0.437 -0.120 0.5265
H -4.8091 -1.6979 6.2489 -0.014 -0.739 -0.369 0.3050
H -6.2392 -2.1010 5.2109 -0.959 -0.814 0.231 0.4613
H -6.5654 -0.9408 3.0492 -0.109 -0.464 0.220 0.5187
H -5.2442 -0.5256 2.0417 0.537 0.021 -0.185 0.2746
H -5.6763 0.4623 3.4590 0.367 -0.324 -0.134 0.4834
H -5.6150 -3.0335 2.2888 0.970 -1.079 1.372 0.2593
C 4.8125 -8.3779 -0.0328 1.291 0.257 1.455 -1.6379
C 4.1400 -7.6853 -1.2002 0.255 -0.727 -0.300 1.5757
C 5.0235 -6.5293 -1.6079 0.539 0.681 2.267 -1.7237
C 4.0900 -8.6407 -2.3667 -1.749 -1.183 -0.520 -1.0994
C 3.1657 -8.0877 -3.4874 0.609 -0.257 -0.669 -0.5867
C 1.7206 -7.7778 -2.9780 2.089 0.507 -0.493 -1.2738
C 1.7635 -6.8292 -1.7609 0.957 -0.694 -1.101 2.3186
C 2.1110 -5.3941 -2.2267 -2.552 -0.806 0.546 -1.4359
C 0.3854 -6.8926 -1.1238 0.604 -1.985 1.103 -1.9927
N 2.7491 -7.4147 -0.8251 -0.717 0.810 0.896 -0.1406
O 2.7318 -6.4669 0.2778 0.265 -0.449 0.117 -0.1918
H 5.9188 -8.6018 -0.2578 -1.757 0.070 0.181 0.3739
H 4.8352 -7.6490 0.8224 0.032 -0.724 -0.592 0.2645
H 4.2798 -9.2856 0.3157 0.311 0.430 -0.374 0.3546
H 4.8252 -5.6755 -0.9399 0.159 -0.148 -0.225 0.1951
H 6.0724 -6.8260 -1.4463 -0.334 0.206 -0.260 0.4951
H 4.8878 -6.2187 -2.5937 -0.165 0.484 -1.631 0.3767
H 5.1135 -8.8655 -2.7022 -0.372 0.062 -0.034 0.4006
H 3.5785 -9.6234 -2.0451 0.938 1.264 -0.293 0.2984
H 3.5559 -7.1669 -4.0122 -0.127 -0.747 0.816 0.2347
H 3.2065 -8.8414 -4.3061 -0.552 0.365 0.451 0.3811
H 1.2188 -8.6650 -2.6058 -0.257 -0.301 -0.643 0.5182
H 1.2945 -7.2446 -3.8484 -0.755 -0.577 0.649 0.2735
H 2.1451 -4.7590 -1.3202 0.468 0.024 -0.871 -0.0851
H 1.2179 -5.1390 -2.8531 0.605 0.341 0.544 0.1699
H 2.9248 -5.4509 -2.9038 1.073 0.570 -0.145 0.4899
H 0.1747 -5.9737 -0.6728 -0.739 1.519 0.623 0.2304
H 0.3624 -7.6686 -0.2700 -0.015 0.917 -1.516 0.2711
H -0.3305 -7.1651 -1.8950 -0.331 0.158 0.171 0.5698
H 2.3006 -6.9637 0.9860 0.155 0.094 -0.105 0.2930
C -2.8255 -3.8801 -1.2417 -0.385 -2.061 0.790 -0.2093
C -4.1920 -3.5085 -1.8216 -0.068 1.987 -0.026 2.4175
C -4.1790 -2.0137 -2.1743 -0.344 1.225 -0.094 -1.9156
C -4.4559 -4.2362 -3.1712 -0.904 -0.221 -0.079 -0.6761
C -4.7276 -5.7235 -2.9095 0.195 -0.060 -1.071 -0.3666
C -6.0072 -5.7284 -2.1095 -0.623 -0.333 2.204 -1.2033
C -5.8177 -5.0142 -0.6923 -1.764 -0.214 0.848 1.6465
C -7.1753 -4.7718 0.0656 0.348 -1.102 -1.139 -1.8119
C -4.9791 -5.8856 0.2183 -1.155 -0.710 1.972 -1.2416
N -5.3559 -3.6594 -0.9731 -0.362 -0.731 0.084 -0.0901
O -5.3439 -2.8592 0.2189 0.323 0.007 -0.791 -0.3025
H -2.5493 -4.8831 -1.6127 0.189 0.397 0.059 0.0994
H -2.1050 -3.1772 -1.5629 0.950 0.586 -0.246 -0.5464
H -2.7393 -4.0080 -0.1323 -0.368 0.544 -0.765 -0.2894
H -3.5264 -1.9327 -3.0246 -0.007 0.238 -0.974 0.3466
H -5.2170 -1.6546 -2.3736 0.820 -0.395 -0.230 0.4555
H -3.7339 -1.2366 -1.5213 -0.305 -0.995 0.535 -0.0026
H -5.3868 -3.8444 -3.6810 0.849 -0.085 0.821 0.3548
H -3.6732 -4.0005 -3.8892 0.472 -0.232 0.239 -0.2703
H -4.8648 -6.3187 -3.8349 -0.122 0.599 0.152 0.4084
H -3.8783 -6.2656 -2.4488 -0.465 0.489 0.264 0.1950
H -6.3749 -6.7753 -1.9706 0.128 0.842 0.170 0.3700
H -6.8052 -5.1251 -2.5501 0.150 -0.284 -0.563 0.3583
H -7.6204 -5.7553 0.2136 -0.356 0.082 0.051 0.4370
H -7.8009 -4.1372 -0.5324 -0.539 0.120 -0.552 0.4267
H -7.1226 -4.2602 1.0136 0.607 -0.153 0.330 0.2154
H -5.5051 -6.8734 0.5192 0.576 1.609 -0.724 0.4273
H -4.7630 -5.3835 1.2033 0.071 -0.327 -1.040 -0.0322
H -4.1203 -6.1480 -0.3186 1.723 -0.526 -0.251 0.3611
H -4.4653 -2.8986 0.6175 0.476 -0.232 0.049 0.3656
C -0.9363 0.7898 -7.2849 -0.062 -1.219 -1.976 -1.7734
C -0.6679 -0.1903 -6.1830 -0.099 -1.310 -0.017 2.5896
C -0.9489 0.5623 -4.9091 0.751 0.249 1.559 0.4112
C -1.5822 -1.4505 -6.3088 0.386 0.466 -2.790 -1.7091
C -1.2952 -2.5639 -5.3172 1.214 -0.186 -1.685 0.9261
C 0.2031 -2.9261 -5.4166 0.275 -1.433 -0.316 -1.3057
C 1.1290 -1.7132 -5.2801 1.191 -0.727 0.113 2.4791
C 1.1137 -1.3960 -3.7461 -0.625 -0.923 -1.530 -3.0648
C 2.6237 -2.1605 -5.6363 -1.673 0.777 0.632 -2.2819
N 0.7177 -0.7023 -6.2979 0.273 -0.601 0.778 -0.3609
O 1.6261 0.3944 -6.1800 -0.980 0.764 0.830 -0.1222
H -0.3924 1.6963 -7.1149 0.063 0.671 0.026 0.0906
H -0.6566 0.3887 -8.3006 -0.083 0.280 0.971 0.3818
H -2.0157 0.9209 -7.3099 -0.073 0.529 -0.008 0.4066
H -1.5639 1.4372 -5.0599 -0.291 0.209 -0.203 -0.1907
H -1.4032 -0.0082 -4.0881 0.120 -0.041 -0.292 -0.5924
H 0.0265 0.9278 -4.5531 -0.382 0.118 0.184 -0.4825
H -2.6026 -1.0575 -6.3669 -0.114 -0.281 0.669 0.4040
H -1.4615 -1.8505 -7.4249 0.110 0.541 2.252 0.2262
H -1.4625 -2.3459 -4.3152 -0.754 0.916 1.837 -0.8307
H -1.9459 -3.3889 -5.5490 -0.058 -0.621 -0.133 0.6331
H 0.3987 -3.4111 -6.3914 -0.108 0.232 0.234 0.4731
H 0.5467 -3.6907 -4.6360 -0.729 1.001 -0.920 -0.1879
H 1.5086 -2.2440 -3.2304 0.510 -0.947 0.138 0.9287
H 0.1098 -1.3346 -3.4060 -0.906 0.390 0.387 0.3077
H 1.6712 -0.5983 -3.3868 1.017 1.901 0.121 0.8865
H 2.8335 -2.1633 -6.6993 0.023 0.428 -0.207 0.5445
H 2.7383 -3.1713 -5.3300 0.068 -1.026 0.447 0.5094
H 3.3059 -1.5770 -5.0249 0.306 0.249 -0.396 0.3612
H 2.3678 0.1832 -6.7243 0.664 -0.428 -0.776 0.1941
C -2.2968 7.8287 -0.6913 2.090 1.173 -0.595 -1.8874
C -0.9550 7.1075 -1.1432 -0.453 -0.281 1.464 1.5410
C -1.0463 7.1380 -2.6500 0.063 1.093 -0.424 -0.4594
C 0.4680 7.7123 -0.6601 -1.677 -1.212 -0.767 -1.0887
C 0.8037 7.4657 0.8216 -0.582 0.426 -0.575 -0.4884
C 0.8240 5.9665 1.0685 -0.466 0.074 -0.375 -0.3032
C -0.5515 5.3440 0.7002 -0.068 -0.289 -0.690 1.7640
C -0.3725 3.8186 0.7185 0.709 0.763 -0.556 -1.0545
C -1.6302 5.8002 1.6560 -1.083 -0.889 2.289 -1.6642
N -0.9557 5.6829 -0.7124 -0.163 -0.462 -0.242 1.2307
O -2.3337 5.1583 -0.8943 1.109 0.671 0.707 -0.6096
H -2.2029 8.3550 0.2395 -0.158 -0.150 0.811 0.4466
H -2.3904 8.6365 -1.4112 -0.335 0.234 -0.159 0.6023
H -3.1734 7.2172 -0.7738 -0.126 -0.410 0.233 0.2598
H -2.0012 6.6877 -2.9564 0.341 0.269 -0.174 -0.0191
H -0.9967 8.2166 -2.9969 -0.176 -1.241 0.233 0.5297
H -0.2244 6.6068 -3.0987 0.337 -0.358 -0.299 -0.8446
H 1.1964 7.2718 -1.3964 -0.354 0.445 0.926 0.0448
H 0.3727 8.7632 -0.8256 0.214 0.856 -0.349 0.4480
H 1.7789 7.9433 1.0245 -0.475 -0.165 0.224 0.4371
H -0.0206 7.9635 1.4229 1.225 -0.458 -0.447 0.2812
H 0.9717 5.7299 2.1231 0.155 -0.038 0.041 0.1477
H 1.6480 5.4855 0.4931 -0.570 0.237 0.223 -0.2758
H -1.3102 3.3408 0.5380 -0.699 -0.455 0.207 0.7271
H 0.1247 3.4859 1.6269 -0.207 -0.027 0.179 -0.1585
H 0.2777 3.5484 -0.1273 -0.056 0.044 0.291 -0.4891
H -1.6622 6.8913 1.8114 -0.167 -0.588 -0.183 0.4149
H -1.5139 5.3258 2.6840 0.473 0.637 -0.978 0.2302
H -2.6443 5.3893 1.4218 0.836 0.692 -0.436 0.2194
H -2.2695 4.6095 -1.6666 0.306 -0.455 -0.584 0.1134
C -0.4949 2.6933 5.0457 -1.052 0.684 -0.009 -0.1902
C 0.5678 2.9576 6.0576 0.534 0.774 0.469 1.3274
C 0.6025 4.5082 6.4429 0.308 -1.512 -0.114 -1.6980
C 0.2270 2.0319 7.2268 0.339 1.152 1.667 -0.8242
C 1.3963 1.9570 8.2386 -1.478 -0.481 0.123 -1.0966
C 2.6144 1.4052 7.5751 1.229 2.478 -0.855 -0.8669
C 3.0067 2.3602 6.3406 0.216 -0.475 1.559 1.2353
C 3.6298 3.7319 6.8073 0.202 -2.009 0.175 -1.7242
C 4.0145 1.5587 5.5273 -0.370 -0.254 -0.724 -1.3496
N 1.8217 2.5169 5.4947 1.096 -0.056 -0.876 1.2960
O 2.1859 3.4539 4.4433 -0.633 0.496 1.681 -0.6737
H -0.3572 1.7046 4.6041 0.079 0.303 -0.303 -0.7745
H -1.4249 2.6091 5.6556 0.122 0.567 -0.961 0.5890
H -0.4600 3.5485 4.3358 -0.641 -0.918 -0.004 -0.1807
H 1.1520 4.5745 7.3879 -0.124 0.425 -0.324 0.4179
H 1.1089 5.1227 5.6307 -0.998 -0.782 1.126 0.1404
H -0.4377 4.7355 6.6687 -0.011 0.654 -0.304 0.5005
H -0.6317 2.5426 7.7958 0.798 -1.156 -0.993 0.5199
H 0.0042 1.0103 6.8723 -0.308 0.493 0.047 -0.1458
H 1.5149 2.9653 8.5882 0.431 0.416 0.550 0.4380
H 1.0361 1.3356 9.0713 0.368 0.166 0.018 0.4214
H 2.3487 0.4713 7.1457 0.128 -1.180 -0.217 0.0798
H 3.5393 1.3739 8.2063 -0.896 -0.316 -0.337 0.4855
H 4.6294 3.6562 7.2190 0.275 -0.695 0.245 0.4339
H 3.0623 4.2326 7.5654 -0.458 0.489 -0.077 0.3168
H 3.7955 4.2354 5.8983 -0.305 1.392 -0.880 0.4187
H 3.6469 0.5020 5.4682 0.291 0.870 -0.451 -0.0728
H 4.9374 1.5286 6.0681 0.770 -0.031 0.284 0.5554
H 4.2130 2.0102 4.5195 -0.226 -0.565 0.836 0.2278
H 2.3411 2.9300 3.6818 0.105 -0.965 -1.303 0.2186
C -6.4271 6.6262 -5.5885 -0.335 0.280 -0.218 -1.5354
C -5.0842 6.9215 -4.9199 0.676 -0.201 0.095 1.5226
C -4.9261 8.4229 -4.7204 1.971 -0.195 -0.330 -1.7983
C -5.0439 6.2501 -3.5519 1.041 -0.349 1.691 -0.8108
C -4.8956 4.7101 -3.5529 -1.066 -0.057 -0.171 -1.0362
C -3.6864 4.3347 -4.3503 -0.468 -0.667 -1.891 -0.1780
C -3.7158 4.9827 -5.7679 -0.134 -0.999 -2.216 1.5088
C -2.3550 4.6903 -6.4959 -1.883 0.911 0.969 -2.4093
C -4.7676 4.3156 -6.7702 1.031 -0.382 0.638 -1.6648
N -3.8960 6.4076 -5.6029 0.661 1.327 0.221 0.5531
O -3.6206 7.2324 -6.7480 -0.119 -1.165 0.385 -0.5444
H -6.3858 6.5499 -6.6886 0.129 -0.327 0.422 0.1687
H -6.7835 5.7079 -5.1067 -0.511 0.223 -0.695 0.3482
H -7.1202 7.4671 -5.4251 0.082 -0.448 0.307 0.4425
H -5.6003 8.6587 -3.9482 -1.161 0.849 0.732 0.5702
H -3.9072 8.6532 -4.3135 -0.706 -0.258 -0.470 0.2081
H -5.0577 9.0024 -5.6440 -0.209 -0.152 0.427 0.3579
H -4.1101 6.6250 -2.9932 -1.380 -0.303 -0.748 -0.3202
H -5.9150 6.5230 -2.9471 0.025 0.173 -0.145 0.5455
H -4.8843 4.3073 -2.5280 0.244 0.335 -0.185 0.4994
H -5.7465 4.1331 -4.0265 0.474 0.991 0.388 0.3917
H -3.7352 3.2635 -4.5399 0.238 -0.274 0.031 0.4350
H -2.7191 4.5264 -3.9303 0.503 0.471 0.569 -0.3263
H -2.1903 3.6369 -6.4488 0.273 -0.742 -0.154 0.4386
H -1.6466 5.2144 -5.9132 1.330 0.547 0.292 0.5062
H -2.4100 5.0660 -7.5098 0.253 -0.044 -0.125 0.5554
H -4.3931 3.3219 -7.0228 0.006 -0.235 0.308 0.4344
H -4.7575 4.7791 -7.7700 -0.373 0.435 0.586 0.3594
H -5.7451 4.1799 -6.3298 -0.361 0.216 -0.268 0.3294
H -4.3992 7.1448 -7.3120 -0.144 -0.016 -0.349 0.3963
C 4.6445 -5.1132 4.5397 0.127 -0.182 -0.262 -2.2229
C 4.5109 -3.9169 5.4445 1.183 0.193 1.111 1.6674
C 5.0464 -2.7053 4.6587 -1.084 -0.568 -0.373 -0.1402
C 3.0617 -3.7398 5.8504 1.052 0.184 0.091 -1.1070
C 2.9482 -2.7843 6.9987 -1.752 0.532 -0.627 0.6826
C 3.6778 -3.1959 8.2025 -0.560 -1.458 0.487 -1.3066
C 5.1118 -3.4156 7.8549 1.710 0.100 1.754 1.2765
C 5.8939 -2.0961 7.8572 0.294 -1.177 -0.966 -1.6171
C 5.7017 -4.2104 9.0356 -1.663 0.567 0.261 -1.7240
N 5.2430 -4.2699 6.7467 -0.584 -0.766 -4.042 0.0832
O 6.6299 -4.4603 6.3078 -0.713 -0.639 1.386 -0.5140
H 5.6385 -5.2334 4.1322 0.511 -0.163 0.415 0.4517
H 4.3022 -6.0170 5.0389 0.031 -0.137 -0.088 0.4745
H 4.0898 -4.9354 3.6388 -0.892 -0.042 -0.414 0.3716
H 6.0849 -2.8311 4.3448 -0.262 -0.078 -0.171 0.4002
H 4.2993 -2.7073 3.8204 1.224 0.473 0.225 -0.3123
H 4.9500 -1.7632 5.1693 -0.080 0.350 0.258 0.0390
H 2.4661 -3.3815 5.0556 -0.506 0.527 -1.259 -0.0456
H 2.7344 -4.7336 5.9966 -0.811 -1.092 0.960 0.6291
H 3.2582 -1.8162 6.6218 0.362 0.412 0.103 -0.8472
H 1.9098 -2.6314 7.2648 -0.517 -0.009 -0.056 0.7830
H 3.2550 -4.2032 8.5661 0.358 1.578 -0.243 0.3204
H 3.6072 -2.4043 8.9602 -0.024 -0.526 0.148 0.4011
H 5.7895 -1.4414 7.0195 -0.359 0.283 -0.656 0.2373
H 6.9149 -2.4457 7.8637 0.604 0.574 0.283 0.4301
H 5.5944 -1.5781 8.7268 0.174 0.733 1.093 0.4975
H 6.7407 -4.4489 8.8784 0.250 -0.232 0.160 0.4715
H 5.0154 -5.0833 9.2164 1.103 0.632 0.000 0.3883
H 5.5568 -3.4439 9.8046 0.510 -0.757 0.767 0.3651
H 6.7077 -5.4106 6.5340 0.340 0.810 -0.337 0.3826
C 3.3244 2.9991 -1.8927 0.866 0.345 -1.923 -1.0397
C 2.7526 3.8521 -3.0559 -0.339 -1.649 -1.287 2.1365
C 1.1873 3.7912 -3.0292 0.998 0.536 0.926 0.2049
C 3.2468 5.2456 -2.9465 -0.787 2.184 3.083 -0.7369
C 3.0737 6.2313 -4.0875 0.479 -2.187 -0.118 -0.3475
C 3.7856 5.5980 -5.2953 -1.750 0.734 -0.770 -1.5850
C 3.3148 4.1363 -5.6163 0.666 0.642 0.851 1.5647
C 2.0514 3.9972 -6.4412 -0.276 -1.011 1.584 -1.1836
C 4.3386 3.4985 -6.4456 2.569 -1.251 -2.198 -1.9148
N 3.4334 3.3600 -4.3498 -1.440 1.021 1.277 0.1390
O 3.1954 2.0110 -4.5522 0.979 -1.353 0.676 -0.4250
H 4.4226 3.1069 -1.9473 -0.361 -0.229 0.190 0.6692
H 3.0685 1.9438 -2.0146 -0.108 0.208 0.202 0.1806
H 2.9701 3.4462 -0.9976 -0.463 0.131 1.078 -0.4790
H 0.7978 4.1971 -2.0339 0.523 -0.261 -1.412 -0.2002
H 0.8336 2.7502 -3.0801 -0.020 0.385 -0.527 -1.0187
H 0.9102 4.4605 -3.8526 -0.829 -0.475 0.289 0.1865
H 2.7497 5.7086 -1.9949 0.741 -0.750 -1.357 -0.3816
H 4.2952 5.1905 -2.6916 0.533 0.056 -0.029 0.5703
H 3.4780 7.1614 -3.7751 0.672 0.910 0.031 0.6565
H 2.0356 6.4207 -4.2566 -0.869 -0.012 -0.451 0.0123
H 4.8489 5.6333 -5.1981 0.772 -0.290 0.544 0.4018
H 3.6058 6.2654 -6.1532 -0.129 -0.473 -0.160 0.4323
H 2.1158 3.0177 -6.9488 -0.499 0.669 -0.062 0.2602
H 1.2270 4.0042 -5.7532 -0.893 -0.084 -0.062 0.0441
H 1.9622 4.8285 -7.0853 -0.140 0.661 -1.067 0.5258
H 4.4665 3.9231 -7.4747 -0.366 -0.045 0.803 0.3447
H 5.2994 3.5919 -5.9464 0.294 -0.101 -0.047 0.5278
H 4.1726 2.3975 -6.5930 -0.004 1.072 0.196 0.1869
H 2.4041 1.7513 -5.0278 -0.939 0.564 -0.233 0.4337
C 2.9408 -1.3385 0.4742 -1.969 -0.469 0.120 -1.6633
C 1.7550 -1.6789 1.4546 0.839 0.681 0.665 1.2665
C 1.9008 -3.0919 2.0347 0.670 -0.431 -0.479 -0.3644
C 1.6995 -0.7496 2.7150 -0.810 -1.369 -0.531 -1.4413
C 1.0776 0.6219 2.3555 2.667 0.245 1.712 2.1922
C -0.2564 0.5318 1.7156 -0.310 -1.197 -0.615 -0.5397
C -0.1608 -0.3123 0.4158 1.477 1.408 0.583 2.3581
C -1.5341 -0.6269 -0.0407 -1.019 2.312 -0.834 -1.3485
C 0.6246 0.5228 -0.7262 -1.249 -0.126 0.957 -1.2653
N 0.4320 -1.5904 0.8455 -0.245 0.756 0.344 0.6938
O 0.3097 -2.4922 -0.1850 -0.204 -1.609 -0.690 0.9788
H 2.9385 -2.1102 -0.2912 0.074 -0.007 -0.334 0.1295
H 2.8672 -0.3581 0.0053 0.040 -0.121 0.175 0.0966
H 3.8501 -1.4317 0.9915 1.324 -0.014 0.763 0.5586
H 1.0562 -3.2362 2.6995 -0.238 -0.335 -0.018 -0.2026
H 1.9335 -3.8883 1.2626 -0.083 0.442 0.422 -0.4914
H 2.8139 -3.1844 2.6621 -0.453 0.186 -0.549 -0.1310
H 1.0532 -1.3507 3.4612 0.647 1.303 -0.931 -0.3777
H 2.7101 -0.7316 3.1772 -0.522 0.459 -0.354 0.8999
H 1.1055 1.1018 3.3402 -0.605 0.444 -0.206 -0.3235
H 1.8371 1.2203 1.7912 -0.786 -0.591 0.033 -0.9798
H -0.7037 1.4833 1.4930 -0.075 0.411 -0.025 0.7276
H -0.9412 -0.0300 2.3683 0.103 0.220 0.009 -1.2854
H -1.5849 -1.2169 -0.9223 -0.074 -0.625 -0.525 -0.5885
H -2.0689 0.3208 -0.2590 0.468 -0.102 -0.290 0.6278
H -2.1461 -0.9707 0.7436 -0.529 -1.333 1.062 0.1684
H 0.8534 -0.0668 -1.5756 0.205 -0.857 -0.810 -0.3775
H 1.5367 0.9996 -0.4468 0.681 0.036 0.735 0.0699
H 0.0616 1.3690 -1.1340 -0.615 -0.282 0.308 0.4775
H 0.6525 -2.0857 -0.9816 0.447 0.210 -0.548 -0.2663
O 2.9588 3.2587 1.8359 -0.623 1.348 1.903 -0.5167
H 3.5730 3.9833 1.9731 -0.088 0.497 0.530 0.3058
H 3.3463 2.8821 1.0979 0.892 -1.761 -2.557 0.0391